(1)
Density functional theory data (the ωB97M-V functional and the def2-TZVPD basis) for a molecular structure, C2H10NO at a distorted geometry.

Structure (XYZ):
```
14
Properties=species:S:1:pos:R:3:forces:R:3:lowdin_spin:R:1
N 0.992519 2.001557 -0.977842 1.59 -3.17 0.60 0.23
H 1.528229 1.951111 -1.797305 0.75 -0.24 -2.17 0.08
H 0.839354 0.827590 -0.594964 -0.08 0.80 0.16 0.03
H 1.554009 2.567688 -0.417174 1.04 1.21 2.02 0.09
H 0.141165 2.389443 -1.128952 -3.51 1.85 -0.77 0.06
C -0.724343 -0.970372 -0.167352 2.57 -1.32 3.00 0.12
O 0.666598 -0.303321 -0.079173 -4.33 1.72 -2.76 0.21
C -0.982093 -1.456975 1.381823 -2.08 -0.51 -3.70 0.03
H -1.402321 -0.217267 -0.444637 -0.55 1.36 -0.05 0.03
H -0.759519 -1.680838 -1.018684 0.54 -0.11 1.06 0.01
H 1.518477 -0.436218 0.255852 2.54 -1.99 1.66 0.10
H -0.073610 -1.768654 1.879154 -0.15 -0.30 -0.09 0.01
H -1.504935 -0.664746 1.902163 0.35 0.33 0.17 0.01
H -1.793524 -2.238996 1.207085 1.31 0.38 0.88 0.00
```
Positions in Å, forces in eV/Å.

Its LUMO energy (spin up / spin down) is 0.0368 / 0.0291 Ha. As for the spin multiplicity: 2.

=====

(2)
Density functional theory data (the ωB97M-V functional and the def2-TZVPD basis) for 10 unconnected molecules or ions with the total composition C30H81N3O12.

Structure (XYZ):
```
126
Properties=species:S:1:pos:R:3:forces:R:3:lowdin_charge:R:1
C 4.302169 0.058576 -0.015751 0.02 -0.04 -0.05 -0.08
C 2.859272 0.330448 -0.442227 0.17 0.18 0.03 -0.41
C 2.824020 0.886003 -1.866033 -0.16 0.00 0.00 -0.08
C 2.008335 -0.932524 -0.274360 0.02 -0.11 -0.01 -0.22
N 2.118962 -1.821125 -1.420228 -0.07 -0.07 -0.02 -0.04
C 1.795717 -3.215163 -1.178249 0.02 -0.06 -0.14 -0.20
C 0.406552 -3.542895 -0.642030 -0.11 0.12 0.19 -0.19
O -0.601353 -3.508856 -1.643464 0.00 0.00 -0.10 -0.10
C -1.348845 -2.301568 -1.756757 0.16 0.02 0.02 -0.34
C -2.786760 -2.509503 -1.299883 -0.03 -0.10 -0.03 -0.13
C -3.018715 -2.299484 0.201992 0.04 -0.16 0.14 -0.18
C -2.595483 -0.958600 0.815652 -0.13 0.04 0.01 -0.18
C -3.509047 0.254749 0.514169 0.07 0.11 -0.03 -0.26
N -4.304200 0.237686 -0.710187 -0.01 0.10 0.04 0.01
C -1.260525 -1.888334 -3.222937 -0.09 -0.02 0.37 -0.12
O -2.039502 -0.698416 -3.508452 0.43 0.02 -0.55 -0.12
N -1.241933 0.485288 -3.448881 -0.54 0.01 0.26 0.01
O -0.785601 0.666558 -2.392238 0.30 -0.03 -0.05 0.08
H 4.972523 0.865199 -0.324291 -0.07 0.02 0.06 0.07
H 4.369892 -0.052339 1.068866 0.00 -0.02 -0.05 0.07
H 4.662735 -0.860304 -0.489442 -0.03 0.03 0.01 0.08
H 2.440246 1.081926 0.233056 0.06 -0.02 -0.02 0.11
H 3.207140 1.908588 -1.884746 0.08 -0.07 0.00 0.08
H 3.427718 0.273219 -2.537865 -0.06 0.04 -0.01 0.08
H 1.806880 0.923118 -2.268653 0.03 -0.01 0.05 0.05
H 2.380814 -1.498174 0.588796 -0.08 0.13 0.04 0.12
H 0.968064 -0.645779 -0.035891 0.01 -0.04 -0.10 0.10
H 1.633392 -1.457972 -2.230889 0.07 0.02 0.00 0.09
H 1.915788 -3.757674 -2.122808 0.03 -0.01 0.08 0.12
H 2.540030 -3.620349 -0.481810 -0.06 0.04 0.02 0.12
H 0.129907 -2.854716 0.167307 0.09 -0.10 0.03 0.11
H 0.406452 -4.555636 -0.227931 0.00 0.03 -0.07 0.12
H -0.862428 -1.525867 -1.157012 -0.05 -0.02 -0.09 0.11
H -3.034704 -3.547635 -1.547624 -0.04 0.08 -0.01 0.13
H -3.455502 -1.886445 -1.892881 0.06 0.04 0.06 0.09
H -4.079435 -2.471726 0.414779 0.06 -0.01 -0.05 0.10
H -2.476536 -3.094975 0.728636 -0.04 0.06 0.01 0.11
H -1.561949 -0.717777 0.543675 -0.05 -0.05 -0.04 0.08
H -2.592579 -1.084812 1.903432 0.13 0.03 -0.05 0.09
H -4.200809 0.405682 1.347927 0.02 -0.11 -0.04 0.10
H -2.888220 1.154882 0.484997 -0.07 -0.02 0.06 0.10
H -4.858625 -0.608967 -0.755847 0.01 0.01 -0.01 0.03
H -3.715196 0.275223 -1.532588 0.00 -0.09 0.01 0.04
H -0.216016 -1.718917 -3.503377 -0.07 0.02 -0.03 0.10
H -1.667968 -2.664079 -3.873237 -0.04 0.03 0.07 0.14
C 0.531604 2.420567 3.891987 -0.02 -0.08 0.01 -0.08
C 1.706078 2.240057 2.950892 -0.03 -0.03 -0.01 -0.32
O 2.023349 0.860815 2.768113 -0.02 -0.02 -0.01 -0.09
H 0.749967 1.966006 4.859351 0.01 0.03 0.01 0.08
H 0.308096 3.477654 4.043005 0.02 0.01 -0.03 0.07
H -0.358104 1.928716 3.488018 -0.03 0.05 0.02 0.06
H 2.601965 2.709368 3.349346 0.00 0.01 0.00 0.09
H 1.496776 2.712506 1.984328 0.03 0.02 0.01 0.11
H 1.239206 0.428283 2.413299 0.02 -0.05 0.03 0.07
C -6.945416 -4.486621 -2.297632 0.05 0.00 -0.03 -0.08
C -7.140710 -3.601121 -1.084776 0.02 -0.04 0.05 -0.31
O -6.252764 -2.484716 -1.075518 -0.01 0.09 -0.09 -0.10
H -5.916224 -4.843907 -2.345500 0.00 0.01 0.00 0.08
H -7.601896 -5.356586 -2.258226 0.01 -0.01 0.01 0.05
H -7.158044 -3.936303 -3.217950 -0.02 -0.01 0.00 0.08
H -6.919016 -4.149976 -0.169701 -0.02 -0.01 0.00 0.11
H -8.178668 -3.257368 -1.020614 0.00 0.00 0.01 0.11
H -6.427495 -1.961016 -1.864978 -0.02 -0.01 0.00 0.08
C 5.257751 5.708109 4.467236 -0.06 -0.01 0.04 -0.08
C 4.684763 5.029836 3.238636 -0.03 -0.04 -0.03 -0.32
O 3.272765 5.167950 3.141315 -0.02 0.04 -0.04 -0.10
H 4.793608 5.308146 5.370280 0.01 0.00 0.00 0.08
H 6.336715 5.558784 4.522724 0.00 0.02 0.00 0.05
H 5.062405 6.782926 4.435463 0.01 0.00 -0.01 0.07
H 4.872253 3.955127 3.272923 0.03 0.01 0.00 0.11
H 5.168447 5.416737 2.334494 0.00 -0.01 0.00 0.11
H 3.071357 6.111517 3.089844 0.07 0.03 0.11 0.03
C 0.904201 9.570502 4.316898 0.00 -0.05 0.01 -0.09
C 2.017456 9.308768 3.323202 0.07 0.03 0.03 -0.31
O 2.222474 7.916746 3.093689 -0.12 -0.08 -0.09 -0.10
H 1.115831 9.076334 5.265023 0.00 0.01 0.00 0.08
H 0.793884 10.640637 4.496977 0.00 0.01 -0.01 0.07
H -0.049833 9.194604 3.940132 0.00 0.01 0.00 0.07
H 2.968926 9.677664 3.704860 -0.01 0.02 0.00 0.11
H 1.819420 9.821629 2.376840 0.01 -0.01 -0.01 0.11
H 1.408205 7.542559 2.739184 -0.01 0.04 0.01 0.09
C 0.698021 0.350001 -7.213752 0.04 0.05 0.04 -0.08
C 1.052742 -0.636196 -6.119410 0.03 -0.05 0.00 -0.32
O 1.592853 -0.002618 -4.962684 -0.08 -0.10 0.13 -0.09
H 1.577559 0.927828 -7.498606 -0.01 0.00 -0.01 0.08
H 0.322765 -0.170754 -8.095875 0.00 -0.01 0.00 0.08
H -0.074892 1.043870 -6.875274 -0.01 0.00 -0.01 0.07
H 1.830784 -1.321417 -6.452831 -0.02 -0.01 -0.06 0.09
H 0.172110 -1.234145 -5.850487 -0.01 0.01 -0.01 0.10
H 0.928108 0.593675 -4.603221 0.03 0.11 -0.08 0.04
C 10.341704 4.244091 5.336650 -0.03 0.02 0.02 -0.09
C 9.772493 4.785861 4.040075 -0.02 -0.02 -0.02 -0.32
O 8.783494 5.787287 4.253746 0.06 0.02 0.02 -0.09
H 9.546068 3.837298 5.960997 0.01 0.00 0.00 0.08
H 11.068861 3.454992 5.139865 0.00 0.00 -0.01 0.07
H 10.847785 5.032935 5.898418 0.01 -0.01 0.00 0.07
H 9.263740 3.996882 3.486474 0.02 -0.01 0.00 0.11
H 10.575036 5.171262 3.402015 -0.01 0.00 -0.01 0.11
H 9.190651 6.519369 4.727605 -0.01 0.00 0.00 0.08
C -5.167605 0.378245 4.983576 0.01 0.03 -0.03 -0.09
C -3.762569 -0.192173 4.977280 -0.01 -0.01 -0.03 -0.33
O -2.816328 0.694514 4.392332 0.00 0.01 -0.01 -0.09
H -5.482837 0.625121 3.969413 0.00 0.00 0.00 0.07
H -5.874754 -0.338318 5.404088 0.00 -0.01 0.00 0.07
H -5.214104 1.288123 5.586817 -0.01 -0.01 0.01 0.07
H -3.721501 -1.096177 4.368851 -0.01 -0.01 0.02 0.10
H -3.456104 -0.464110 5.993205 0.01 -0.01 -0.01 0.11
H -2.803351 1.507438 4.907536 0.02 0.00 -0.02 0.08
C -10.844164 -8.090516 -1.376751 0.03 -0.01 0.03 -0.09
C -9.827455 -7.478020 -2.319884 0.00 0.02 0.00 -0.33
O -8.488023 -7.816383 -1.976654 -0.05 -0.01 -0.01 -0.09
H -10.646357 -7.781044 -0.350412 -0.01 0.00 0.00 0.08
H -11.855724 -7.783017 -1.645635 0.00 0.01 -0.01 0.07
H -10.804147 -9.181519 -1.418394 -0.01 0.00 0.00 0.07
H -9.870351 -6.389447 -2.270359 -0.02 0.00 -0.01 0.10
H -10.042423 -7.767080 -3.354316 0.01 0.00 0.00 0.11
H -8.397214 -8.773187 -2.024932 0.03 0.01 0.01 0.08
C 4.353028 -4.959145 -5.455267 -0.03 -0.01 -0.03 -0.09
C 4.137874 -3.538792 -5.939086 0.01 0.05 0.01 -0.32
O 3.078648 -3.439557 -6.887946 -0.03 -0.04 0.03 -0.09
H 4.560323 -5.622164 -6.295575 0.00 0.00 0.01 0.07
H 5.190303 -5.006017 -4.757493 0.00 0.01 0.00 0.07
H 3.465675 -5.330608 -4.936685 0.00 0.00 0.01 0.07
H 5.021920 -3.172593 -6.460479 0.01 0.00 0.02 0.11
H 3.953124 -2.870144 -5.091215 0.00 0.02 -0.01 0.11
H 2.270252 -3.745104 -6.463548 0.01 -0.02 -0.02 0.08
```
Positions in Å, forces in eV/Å.

Its LUMO energy is -0.0147 Ha. As for the spin multiplicity: 1. Its structure (SMILES) is CC(C)CNCCO[C@H](CCCCN)CON=O.CCO.CCO.CCO.CCO.CCO.CCO.CCO.CCO.CCO.

=====

(3)
Density functional theory data (the ωB97M-V functional and the def2-TZVPD basis) for a molecular structure, C3H12O3 at a distorted geometry.

Structure (XYZ):
```
18
Properties=species:S:1:pos:R:3:forces:R:3:lowdin_charge:R:1
C -2.290202 -0.293510 0.658760 1.70 -0.26 0.21 -0.19
O -3.103142 -1.110220 1.454460 -0.79 -0.12 0.16 -0.11
H -2.761852 0.370440 -0.065680 -0.50 -0.01 0.18 0.08
H -1.594062 0.264960 1.284540 -0.15 0.47 -0.01 0.08
H -1.601422 -0.941180 0.116360 -0.45 -0.15 0.06 0.05
H -3.398932 -0.596340 2.209470 -0.11 -0.05 -0.03 0.07
C 2.285948 0.681330 0.837780 1.28 -0.28 1.21 -0.08
O 2.604078 0.354980 -0.553740 2.93 0.64 1.59 -0.07
H 3.148808 0.938770 1.452040 0.48 0.26 -0.56 0.08
H 1.594068 1.523060 0.867610 0.09 -0.38 -0.21 0.10
H 1.896818 -0.200400 1.346920 -0.55 0.11 -0.26 0.10
H 3.196538 -0.400360 -0.561620 0.00 -0.12 -0.03 0.12
C -0.288272 -0.219840 -1.690190 1.36 0.06 -0.42 -0.16
O 0.357228 0.509350 -0.644590 -4.95 0.21 -0.47 -0.17
H -0.094212 0.197480 -2.678260 0.20 0.32 -0.13 0.07
H 0.104978 -1.235620 -1.730820 0.01 -0.34 0.05 0.08
H -1.372902 -0.318090 -1.645180 0.24 0.47 0.55 0.05
H 1.316528 0.475190 -0.657860 -0.80 -0.83 -1.90 -0.11
```
Positions in Å, forces in eV/Å.

Its LUMO energy is 0.0218 Ha. As for the spin multiplicity: 1.

=====

For each record above, in turn, the calculated ΔE to the lowest compared entry with this formula, charge and spin values are 45.0, 24.7, 63.5 kcal per mole.